Entry from OMol25: one molecule with the formula C11H17N3O (ωB97M-V/def2-TZVPD).

## Properties
ΔE to the lowest compared entry with this formula, charge and spin   2.840 eV
Energy   -18197.94916 eV
SMILES   CCOc1cccc(N2CCNCC2)n1

XYZ file:
```
32
C11H17N3O | OMol25 | ωB97M-V/def2-TZVPD
C -0.830 3.585 0.247
C -2.119 2.667 0.450
O -2.032 1.967 1.671
C -1.313 0.862 1.778
C -1.040 0.195 3.037
C -0.356 -0.987 2.809
C -0.078 -1.642 1.547
C -0.384 -0.826 0.441
N -0.336 -1.191 -0.888
C 0.227 -0.192 -1.886
C 1.705 -0.445 -2.232
N 2.519 -1.002 -1.155
C 1.907 -2.368 -0.831
C 0.362 -2.453 -1.163
N -1.010 0.367 0.588
H 0.122 3.074 -0.200
H -0.700 4.106 1.252
H -1.202 4.256 -0.471
H -2.356 2.069 -0.344
H -2.835 3.470 0.728
H -1.420 0.500 3.986
H 0.027 -1.521 3.737
H 0.381 -2.593 1.506
H 0.154 0.855 -1.551
H -0.501 -0.130 -2.821
H 2.330 0.391 -2.869
H 1.714 -1.258 -2.969
H 2.498 -0.272 -0.352
H 2.348 -3.229 -1.422
H 2.107 -2.386 0.195
H -0.074 -3.218 -0.558
H 0.185 -2.654 -2.259
```



Entry from OMol25: one molecule with the formula C11H17N5O4 (ωB97M-V/def2-TZVPD).

## Properties
ΔE to the lowest compared entry with this formula, charge and spin   2.752 eV
Energy   -27323.02120 eV
SMILES   NC(=O)CC[C@H](N)C(=O)N[C@@H](Cc1c[nH]cn1)C(=O)O

XYZ file:
```
37
C11H17N5O4 | OMol25 | ωB97M-V/def2-TZVPD
N 0.585 0.688 -5.914
C 0.151 1.572 -5.006
O -0.252 2.677 -5.129
C 0.417 1.010 -3.559
C -0.409 1.701 -2.552
C -0.004 1.687 -1.046
N 1.248 2.472 -0.852
C 0.299 0.325 -0.388
O 1.280 -0.332 -0.702
N -0.340 -0.119 0.677
C 0.278 -1.212 1.400
C -0.876 -1.758 2.345
C -1.038 -0.977 3.615
C -0.869 -1.335 4.944
N -0.955 -0.071 5.526
C -1.290 0.831 4.592
N -1.564 0.283 3.445
C 0.897 -2.268 0.457
O 1.911 -2.845 0.642
O -0.080 -2.722 -0.341
H 0.766 -0.278 -5.611
H 0.625 0.966 -6.967
H 1.461 1.240 -3.282
H 0.348 -0.107 -3.503
H -0.277 2.853 -2.688
H -1.466 1.612 -2.642
H -0.701 2.245 -0.512
H 1.072 3.403 -1.197
H 1.965 2.003 -1.370
H -1.170 0.235 1.144
H 1.184 -0.740 1.872
H -1.777 -1.620 1.787
H -0.703 -2.813 2.565
H -0.413 -2.270 5.416
H -0.916 0.159 6.476
H -1.308 1.993 4.791
H 0.269 -3.338 -1.020
```



We obtain HOMO level values of -7.9; -9.0 eV for the records listed above, in that order.
We obtain Kohn-Sham gap values of 8.8254; 9.6662 eV for the records listed above, in that order.